DFT (wB97M-V/def2-TZVPD) results for a 2-piece molecular cluster, C14H27F3NO2P overall.

Bonds (Å) are listed after each position.
Element x y z (Å)
1 C -4.432 -0.794 -0.087  C2 1.612, H11 1.136, H12 1.136, H13 1.145
2 C -5.150 0.118 -1.207  C1 1.612, P3 1.877, H14 1.141, H15 1.139
3 P -3.962 0.981 -2.376  C2 1.877, C4 1.870, C7 1.886, H16 1.436
4 C -2.178 0.482 -2.117  P3 1.870, C5 1.618, H17 1.135, H18 1.134
5 C -1.844 -0.588 -3.285  C4 1.618, O6 1.235, H19 1.137
6 O -2.166 -1.773 -3.151  C5 1.235
7 C -4.260 2.840 -2.274  P3 1.886, F8 1.387, F9 1.407, F10 1.415
8 F -3.890 3.425 -1.072  C7 1.387
9 F -5.594 3.161 -2.588  C7 1.407
10 F -3.489 3.432 -3.303  C7 1.415
11 H -5.217 -1.011 0.705  C1 1.136
12 H -3.566 -0.237 0.394  C1 1.136
13 H -4.095 -1.744 -0.627  C1 1.145
14 H -5.767 0.917 -0.676  C2 1.141
15 H -5.839 -0.576 -1.791  C2 1.139
16 H -4.317 0.579 -3.708  P3 1.436
17 H -1.981 -0.049 -1.134  C4 1.135
18 H -1.434 1.333 -2.207  C4 1.134
19 H -1.358 -0.282 -4.267  C5 1.137
20 C 2.496 -0.465 -1.165  C21 1.542, H31 1.094, H32 1.098, H33 1.092
21 C 1.957 -1.014 0.171  C20 1.542, C22 1.544, N26 1.471, C30 1.541
22 C 3.047 -1.862 0.860  C21 1.544, C23 1.525, H34 1.095, H35 1.098
23 C 4.221 -1.072 1.430  C22 1.525, C24 1.527, H36 1.095, H37 1.095
24 C 3.854 0.353 1.837  C23 1.527, C25 1.544, H38 1.096, H39 1.096
25 C 2.356 0.579 2.132  C24 1.544, N26 1.463, C28 1.541, C29 1.541
26 N 1.589 0.178 0.951  C21 1.471, C25 1.463, O27 1.384
27 O 0.226 0.364 1.099  N26 1.384
28 C 2.180 2.095 2.345  C25 1.541, H40 1.094, H41 1.096, H42 1.093
29 C 1.970 -0.137 3.441  C25 1.541, H43 1.096, H44 1.093, H45 1.093
30 C 0.813 -1.992 -0.161  C21 1.541, H46 1.096, H47 1.093, H48 1.093
31 H 1.728 0.109 -1.692  C20 1.094
32 H 2.817 -1.276 -1.832  C20 1.098
33 H 3.354 0.196 -1.019  C20 1.092
34 H 2.595 -2.437 1.675  C22 1.095
35 H 3.437 -2.616 0.164  C22 1.098
36 H 4.622 -1.614 2.294  C23 1.095
37 H 5.035 -1.035 0.699  C23 1.095
38 H 4.464 0.647 2.698  C24 1.096
39 H 4.160 1.026 1.027  C24 1.096
40 H 2.397 2.647 1.426  C28 1.094
41 H 2.864 2.462 3.119  C28 1.096
42 H 1.166 2.350 2.661  C28 1.093
43 H 2.584 0.228 4.272  C29 1.096
44 H 2.107 -1.220 3.392  C29 1.093
45 H 0.928 0.051 3.710  C29 1.093
46 H 1.177 -2.812 -0.789  C30 1.096
47 H 0.006 -1.508 -0.717  C30 1.093
48 H 0.389 -2.438 0.743  C30 1.093

Summary:
energy: -37974.79019 eV
E_HOMO: -3.821 eV
charge: 0
orbital gap: 2.597 eV
maximum force: 3.09 eV/A

Mulliken population analysis, charges in e, atoms 1 to 6: -1.036, -0.515, 0.165, -0.004, -0.143, -0.442

DFT (wB97M-V/def2-TZVPD) results for a 2-piece molecular cluster, C14H27IN3O5 overall.

Bonds (Å) are listed after each position.
Element x y z (Å)
1 C 3.285 0.602 -0.958  C2 1.495, H18 1.088, H19 1.082, H20 1.085
2 C 1.929 1.222 -0.848  C1 1.495, O3 1.425, H21 1.092, H22 1.092
3 O 1.855 2.470 -1.532  C2 1.425, C4 1.398
4 C 0.560 2.842 -1.903  O3 1.398, C5 1.549, H23 1.095, H24 1.085
5 C -0.323 3.322 -0.725  C4 1.549, C6 1.521, H25 1.083, H26 1.087
6 C -1.553 2.482 -0.417  C5 1.521, O7 1.439, C10 1.522, C16 1.537
7 O -1.152 1.236 0.180  C6 1.439, N8 1.423
8 N -1.011 1.303 1.594  O7 1.423, O9 1.153
9 O -1.080 0.247 2.052  N8 1.153
10 C -2.360 1.926 -1.580  C6 1.522, N11 1.273, H27 1.076
11 N -3.564 1.730 -1.214  C10 1.273, C12 1.473, C15 1.479
12 C -4.586 1.169 -2.114  N11 1.473, N13 1.455, H28 1.084, H29 1.089
13 N -5.395 0.179 -1.421  C12 1.455, C14 1.482, H30 1.015
14 C -4.587 -0.835 -0.703  N13 1.482, H31 1.091, H32 1.080, H33 1.084
15 C -3.788 2.148 0.187  N11 1.479, C16 1.523, H34 1.082, H35 1.083
16 C -2.714 3.225 0.261  C6 1.537, C15 1.523, I17 2.124, H36 1.081
17 I -2.416 4.245 2.100  C16 2.124
18 H 3.203 -0.407 -0.561  C1 1.088
19 H 3.596 0.515 -1.991  C1 1.082
20 H 4.046 1.120 -0.383  C1 1.085
21 H 1.671 1.342 0.206  C2 1.092
22 H 1.196 0.529 -1.267  C2 1.092
23 H 0.092 2.052 -2.500  C4 1.095
24 H 0.696 3.689 -2.567  C4 1.085
25 H 0.302 3.323 0.160  C5 1.083
26 H -0.633 4.349 -0.903  C5 1.087
27 H -2.023 1.677 -2.571  C10 1.076
28 H -5.194 1.985 -2.487  C12 1.084
29 H -4.045 0.706 -2.939  C12 1.089
30 H -5.867 -0.327 -2.163  N13 1.015
31 H -3.540 -0.874 -1.007  C14 1.091
32 H -4.994 -1.824 -0.857  C14 1.080
33 H -4.637 -0.640 0.362  C14 1.084
34 H -3.617 1.335 0.879  C15 1.082
35 H -4.812 2.482 0.300  C15 1.083
36 H -3.024 3.992 -0.435  C16 1.081
37 O 2.689 -2.392 -0.022  C38 1.206
38 C 3.142 -2.928 0.959  O37 1.206, O39 1.339, C42 1.510
39 O 4.432 -3.288 0.955  C38 1.339, C40 1.434
40 C 5.128 -3.757 2.117  O39 1.434, C41 1.514, H43 1.091, H44 1.088
41 C 4.956 -5.248 2.313  C40 1.514, H45 1.090, H46 1.090, H47 1.090
42 C 2.274 -3.272 2.147  C38 1.510, H48 1.089, H49 1.088, H50 1.087
43 H 4.835 -3.185 2.999  C40 1.091
44 H 6.175 -3.527 1.929  C40 1.088
45 H 3.913 -5.515 2.487  C41 1.090
46 H 5.545 -5.590 3.164  C41 1.090
47 H 5.286 -5.783 1.423  C41 1.090
48 H 1.796 -4.233 1.963  C42 1.089
49 H 1.504 -2.509 2.238  C42 1.088
50 H 2.808 -3.312 3.092  C42 1.087

Summary:
energy: -37753.49555 eV
E_HOMO: -12.170 eV
charge: +1
orbital gap: 7.687 eV
maximum force: 1.27 eV/A

Mulliken population analysis, charges in e, atoms 1 to 6: -1.145, 0.185, -0.415, -0.716, -1.026, 1.468

DFT (wB97M-V/def2-TZVPD) results for a 2-piece molecular cluster, C14H27N3O8P overall.

Bonds (Å) are listed after each position.
Element x y z (Å)
1 C -5.307 0.134 -1.587  O2 1.421, H21 1.083, H22 1.079, H23 1.083
2 O -4.202 0.521 -2.392  C1 1.421, C3 1.386
3 C -3.544 1.648 -1.926  O2 1.386, C4 1.534, H24 1.085, H25 1.086
4 C -2.525 1.271 -0.843  C3 1.534, O5 1.412, C17 1.522, H26 1.086
5 O -2.639 2.135 0.268  C4 1.412, C6 1.409
6 C -1.567 2.023 1.175  O5 1.409, P7 1.848, C11 1.523, H27 1.099
7 P -2.269 2.261 2.867  C6 1.848, O8 1.451, O9 1.598, O10 1.573
8 O -3.502 1.506 2.984  P7 1.451
9 O -2.577 3.820 3.033  P7 1.598, H28 0.961
10 O -1.189 1.913 3.957  P7 1.573, H29 0.964
11 C -0.720 0.770 0.999  C6 1.523, N12 1.414, N16 1.515, H30 1.083
12 N 0.386 0.656 1.874  C11 1.414, C13 1.284
13 C 0.565 -0.427 2.539  N12 1.284, C14 1.482, C15 1.466
14 C -0.430 -1.143 3.372  C13 1.482, H31 1.083, H32 1.086, H33 1.079
15 C 1.923 -0.974 2.455  C13 1.466, H34 1.084, H35 1.087, H36 1.075
16 N -0.089 0.912 -0.371  C11 1.515, C17 1.504, H37 1.021, H38 1.032
17 C -1.110 1.304 -1.403  C4 1.522, N16 1.504, O18 1.429, H39 1.080
18 O -1.021 0.401 -2.507  C17 1.429, C19 1.295
19 C -0.686 1.009 -3.600  O18 1.295, N20 1.176
20 N -0.656 1.681 -4.565  C19 1.176
21 H -5.642 0.931 -0.935  C1 1.083
22 H -6.150 -0.126 -2.208  C1 1.079
23 H -5.044 -0.728 -0.986  C1 1.083
24 H -4.220 2.413 -1.558  C3 1.085
25 H -3.009 2.078 -2.768  C3 1.086
26 H -2.788 0.263 -0.540  C4 1.086
27 H -0.902 2.876 0.976  C6 1.099
28 H -2.185 4.327 2.316  O9 0.961
29 H -1.576 1.966 4.838  O10 0.964
30 H -1.291 -0.151 0.985  C11 1.083
31 H -0.325 -2.213 3.243  C14 1.083
32 H -1.446 -0.902 3.076  C14 1.086
33 H -0.315 -0.892 4.415  C14 1.079
34 H 2.324 -1.322 3.400  C15 1.084
35 H 1.808 -1.854 1.827  C15 1.087
36 H 2.586 -0.242 2.029  C15 1.075
37 H 0.571 1.686 -0.283  N16 1.021
38 H 0.477 0.095 -0.646  N16 1.032
39 H -0.866 2.289 -1.772  C17 1.080
40 O 2.319 -0.302 -1.096  C41 1.213
41 C 3.035 -1.234 -1.399  O40 1.213, O42 1.333, C45 1.506
42 O 3.694 -1.868 -0.430  C41 1.333, C43 1.439
43 C 4.412 -3.102 -0.612  O42 1.439, C44 1.513, H46 1.090, H47 1.088
44 C 5.816 -2.864 -1.126  C43 1.513, H48 1.090, H49 1.089, H50 1.089
45 C 3.234 -1.638 -2.836  C41 1.506, H51 1.089, H52 1.087, H53 1.086
46 H 3.845 -3.785 -1.244  C43 1.090
47 H 4.457 -3.553 0.376  C43 1.088
48 H 5.812 -2.390 -2.108  C44 1.090
49 H 6.355 -3.807 -1.203  C44 1.089
50 H 6.358 -2.204 -0.451  C44 1.089
51 H 3.978 -0.981 -3.284  C45 1.089
52 H 2.291 -1.515 -3.361  C45 1.087
53 H 3.543 -2.672 -2.967  C45 1.086

Summary:
energy: -45087.77477 eV
E_HOMO: -12.826 eV
charge: +1
orbital gap: 10.165 eV
maximum force: 3.51 eV/A
energy relative to the best compared isomer or geometry (same formula, charge and spin): 0.800 eV

Mulliken population analysis, charges in e, atoms 1 to 6: -0.748, -0.412, -1.128, 0.792, -0.457, -0.163

DFT (wB97M-V/def2-TZVPD) results for a 8-piece molecular cluster, C14H27N8O19P overall.

Bonds (Å) are listed after each position.
Element x y z (Å)
1 C 1.389 -2.896 1.259  P2 1.932, H15 1.138, H16 1.133, H17 1.137
2 P 0.600 -1.132 1.250  C1 1.932, O3 1.728, C4 1.884
3 O 0.805 -0.492 2.842  P2 1.728, H18 0.985
4 C 1.695 -0.180 0.047  P2 1.884, C5 1.426, C13 1.606
5 C 1.572 -0.381 -1.360  C4 1.426, O6 1.444, C9 1.594
6 O 0.397 -0.985 -1.942  C5 1.444, N7 1.420
7 N -0.395 0.066 -2.475  O6 1.420, O8 1.191
8 O -0.425 -0.140 -3.647  N7 1.191
9 C 2.819 0.049 -2.254  C5 1.594, O10 1.239, C11 1.617
10 O 2.695 0.280 -3.466  C9 1.239
11 C 4.232 0.153 -1.473  C9 1.617, C12 1.420, H19 1.139
12 C 4.235 0.725 -0.174  C11 1.420, C13 1.589, H20 1.149
13 C 2.786 0.928 0.447  C4 1.606, C12 1.589, O14 1.251
14 O 2.495 1.924 1.144  C13 1.251
15 H 0.577 -3.693 1.266  C1 1.138
16 H 1.977 -3.031 0.300  C1 1.133
17 H 2.084 -2.937 2.157  C1 1.137
18 H 0.644 0.480 2.805  O3 0.985
19 H 5.197 -0.173 -1.982  C11 1.139
20 H 5.199 0.993 0.391  C12 1.149
21 C -4.220 -1.984 1.639  N22 1.486, H25 1.084, H26 1.089, H27 1.087
22 N -2.904 -1.343 1.892  C21 1.486, O23 1.218, O24 1.219
23 O -2.855 -0.126 1.853  N22 1.218
24 O -1.963 -2.083 2.123  N22 1.219
25 H -4.955 -1.211 1.451  C21 1.084
26 H -4.108 -2.630 0.769  C21 1.089
27 H -4.482 -2.557 2.525  C21 1.087
28 C 6.343 4.581 -0.884  N29 1.486, H32 1.088, H33 1.089, H34 1.089
29 N 6.940 3.731 0.179  C28 1.486, O30 1.220, O31 1.216
30 O 6.733 2.530 0.119  N29 1.220
31 O 7.593 4.297 1.034  N29 1.216
32 H 5.792 3.945 -1.573  C28 1.088
33 H 5.678 5.294 -0.399  C28 1.089
34 H 7.160 5.088 -1.395  C28 1.089
35 C 5.532 -4.022 -0.350  N36 1.486, H39 1.088, H40 1.089, H41 1.089
36 N 5.171 -2.742 0.312  C35 1.486, O37 1.216, O38 1.216
37 O 4.288 -2.773 1.148  N36 1.216
38 O 5.788 -1.752 -0.031  N36 1.216
39 H 4.905 -4.814 0.053  C35 1.088
40 H 5.361 -3.900 -1.418  C35 1.089
41 H 6.583 -4.216 -0.138  C35 1.089
42 C 4.399 2.815 3.532  N43 1.486, H46 1.088, H47 1.089, H48 1.088
43 N 3.634 3.165 4.757  C42 1.486, O44 1.219, O45 1.218
44 O 3.341 4.336 4.920  N43 1.219
45 O 3.354 2.250 5.511  N43 1.218
46 H 4.576 3.722 2.959  C42 1.088
47 H 5.341 2.370 3.850  C42 1.089
48 H 3.800 2.109 2.961  C42 1.088
49 C -3.520 -1.068 -3.574  N50 1.486, H53 1.086, H54 1.089, H55 1.087
50 N -4.233 -0.749 -2.311  C49 1.486, O51 1.220, O52 1.219
51 O -4.513 0.420 -2.103  N50 1.220
52 O -4.490 -1.682 -1.570  N50 1.219
53 H -3.359 -0.148 -4.129  C49 1.086
54 H -2.569 -1.528 -3.307  C49 1.089
55 H -4.145 -1.755 -4.139  C49 1.087
56 C -7.800 0.408 3.632  N57 1.486, H60 1.088, H61 1.089, H62 1.089
57 N -7.397 -0.959 3.211  C56 1.486, O58 1.217, O59 1.220
58 O -8.284 -1.748 2.946  N57 1.217
59 O -6.200 -1.189 3.161  N57 1.220
60 H -8.886 0.469 3.631  C56 1.088
61 H -7.405 0.573 4.633  C56 1.089
62 H -7.373 1.111 2.918  C56 1.089
63 C -6.921 1.193 -4.867  N64 1.486, H67 1.088, H68 1.090, H69 1.089
64 N -6.530 -0.158 -5.345  C63 1.486, O65 1.216, O66 1.220
65 O -7.422 -0.948 -5.588  N64 1.216
66 O -5.335 -0.376 -5.458  N64 1.220
67 H -8.007 1.245 -4.815  C63 1.088
68 H -6.479 1.334 -3.881  C63 1.090
69 H -6.534 1.919 -5.581  C63 1.089

Summary:
SMILES: CP(O)C1=C(ON=O)C(=O)C=CC1=O.C[N+](=O)[O-].C[N+](=O)[O-].C[N+](=O)[O-].C[N+](=O)[O-].C[N+](=O)[O-].C[N+](=O)[O-].C[N+](=O)[O-]
energy: -75041.03295 eV
E_HOMO: -7.762 eV
charge: 0
orbital gap: 6.576 eV
maximum force: 3.72 eV/A

Mulliken population analysis, charges in e, atoms 1 to 6: -0.800, 0.420, -0.565, 0.599, -0.230, -0.219